Computed, not measured: a 2-piece molecular cluster, C7H11O3 overall at a distorted geometry, with the ωB97M-V functional and the def2-TZVPD basis.

Each line ends with the Mulliken charge.
Element x y z (Å)
C 2.018 1.181 -1.502  0.331
C 0.852 0.211 -1.105  -0.238
C 3.163 0.872 -0.666  -0.324
C -2.791 0.727 0.684  0.188
C -3.684 0.353 1.780  -0.980
C 1.554 -0.740 -0.265  0.700
C 0.965 -2.058 0.096  -1.081
O 1.909 2.029 -2.315  -0.454
O -1.635 0.435 0.564  -0.526
O 2.726 -0.338 0.067  -0.327
H -0.089 0.510 -0.587  0.315
H 0.567 -0.278 -1.989  0.456
H 3.974 0.626 -1.282  0.317
H 3.324 1.655 0.026  0.330
H -3.393 0.846 2.622  0.322
H -3.286 1.283 -0.223  0.315
H -3.571 -0.706 2.084  0.291
H -4.724 0.511 1.600  0.322
H -0.070 -2.026 -0.431  0.301
H 0.701 -2.228 1.143  0.351
H 1.490 -2.866 -0.300  0.394

## Properties
energy	-13570.78476	eV
max |F|	0.0737	hartree/bohr
energy above the lowest of the compared OMol25 structures with the same formula, charge and spin	0.000	eV
HOMO energy	-13.55	eV
net charge	+1